1.
Computed, not measured: a structure of composition C46H37BMoN10O2P2S5, with ωB97M-V/def2-TZVPD.

The expectation value of S² is 2.03. Its multiplicity is 3. The charge is 0. The frontier orbital gap (alpha / beta) comes out at 6.4 / 6.8 eV.

Structure (XYZ):
```
104
Properties=species:S:1:pos:R:3:forces:R:3
Mo 0.499 1.524 -0.756 -1.09 0.39 1.54
C -2.050 -0.904 -3.276 -0.08 -0.01 -0.01
C -1.833 -0.059 -2.190 0.07 -0.13 -0.07
N -0.535 0.219 -2.087 -0.16 -0.40 -0.77
N 0.095 -0.425 -3.092 -0.05 0.08 -0.05
C -0.797 -1.102 -3.824 -0.04 -0.09 0.04
B 1.608 -0.222 -3.278 0.01 0.09 0.14
N 1.884 1.299 -3.428 -0.11 -0.04 -0.01
C 2.506 1.954 -4.413 0.02 0.06 -0.01
C 2.489 3.307 -4.129 0.03 0.08 -0.02
C 1.819 3.406 -2.914 0.02 -0.12 -0.17
N 1.454 2.193 -2.500 0.52 0.23 -0.60
N 2.305 -0.652 -1.970 0.16 0.14 0.01
C 3.333 -1.486 -1.783 -0.03 -0.07 0.11
C 3.816 -1.308 -0.499 0.00 -0.07 -0.01
C 3.024 -0.298 0.046 -0.01 -0.01 -0.04
N 2.116 0.092 -0.851 0.13 -0.41 -0.10
H -2.991 -1.301 -3.619 0.07 0.03 0.01
H -2.542 0.355 -1.492 0.04 0.05 0.02
H -0.487 -1.673 -4.686 0.01 0.05 0.06
H 2.023 -0.837 -4.218 -0.02 0.04 0.01
H 2.911 1.417 -5.256 -0.04 0.01 0.05
H 2.903 4.113 -4.712 -0.04 -0.09 0.02
H 1.576 4.278 -2.332 -0.01 -0.04 0.07
H 3.648 -2.148 -2.575 0.00 0.07 0.03
H 4.631 -1.827 -0.022 -0.04 0.04 -0.04
H 3.057 0.158 1.021 -0.13 0.01 0.06
S -0.715 2.510 1.122 0.18 0.04 0.08
C 0.282 3.720 1.874 -0.15 -0.09 0.09
C -0.343 4.456 2.929 -0.01 0.02 0.10
N -0.883 4.988 3.797 0.08 -0.07 -0.10
C 1.577 3.865 1.536 0.09 0.08 0.09
S 2.296 2.931 0.278 -0.16 -0.25 -0.19
C 2.412 4.797 2.239 0.09 0.07 0.05
N 3.088 5.532 2.812 -0.09 -0.11 -0.10
O 1.688 0.275 2.804 0.02 -0.06 -0.12
P 0.877 -0.479 3.788 -0.03 0.07 0.03
C -0.905 -0.493 3.330 0.36 -0.01 -0.41
P -1.291 -0.905 1.582 -0.24 -0.12 0.23
O -0.534 -0.222 0.490 0.69 0.47 -0.09
C -3.066 -0.621 1.432 0.00 -0.06 0.15
C -3.839 -1.489 0.660 0.00 0.07 -0.04
C -5.199 -1.263 0.512 0.00 0.02 -0.02
C -5.793 -0.171 1.131 0.01 0.01 0.01
C -5.024 0.709 1.881 -0.01 0.02 0.00
C -3.664 0.489 2.031 0.01 -0.04 -0.08
C -1.037 -2.681 1.440 0.06 0.03 -0.06
C -1.861 -3.608 2.076 0.02 0.02 0.05
C -1.610 -4.963 1.937 0.00 -0.04 0.06
C -0.526 -5.393 1.179 0.06 0.03 -0.02
C 0.297 -4.471 0.547 -0.04 -0.01 0.02
C 0.036 -3.112 0.665 0.03 -0.01 0.09
C 0.933 0.267 5.427 -0.05 -0.02 0.00
C 0.705 1.642 5.490 -0.03 -0.01 0.00
C 0.835 2.320 6.690 -0.01 -0.03 -0.01
C 1.202 1.621 7.835 -0.01 0.01 0.00
C 1.432 0.253 7.779 0.00 0.00 0.03
C 1.300 -0.429 6.577 -0.08 0.03 -0.02
C 1.433 -2.181 4.015 0.00 0.01 -0.10
C 0.645 -3.204 4.537 0.01 -0.01 0.00
C 1.179 -4.472 4.711 -0.03 -0.01 -0.01
C 2.504 -4.721 4.378 0.01 0.02 -0.01
C 3.299 -3.701 3.873 -0.02 -0.04 0.03
C 2.765 -2.434 3.691 -0.01 0.01 -0.11
H -1.244 0.527 3.517 -0.03 0.06 0.03
H -1.478 -1.172 3.966 -0.03 0.01 0.00
H -3.375 -2.336 0.169 -0.03 0.00 0.02
H -5.797 -1.936 -0.090 0.02 0.00 0.02
H -6.857 -0.001 1.024 0.03 0.01 -0.01
H -5.481 1.574 2.344 0.01 -0.02 -0.01
H -3.067 1.198 2.589 -0.04 0.00 0.02
H -2.709 -3.272 2.665 0.04 -0.03 -0.03
H -2.257 -5.687 2.417 0.03 0.04 -0.01
H -0.324 -6.453 1.081 -0.02 0.03 0.00
H 1.139 -4.811 -0.044 -0.01 0.02 0.01
H 0.660 -2.375 0.173 0.01 -0.04 -0.02
H 0.445 2.180 4.586 0.02 0.09 -0.01
H 0.660 3.388 6.726 0.00 -0.03 0.00
H 1.314 2.148 8.776 0.00 -0.02 -0.05
H 1.724 -0.283 8.674 -0.01 0.01 -0.03
H 1.486 -1.496 6.534 0.03 0.06 0.02
H -0.384 -3.016 4.818 -0.01 -0.02 -0.03
H 0.560 -5.268 5.107 0.01 0.02 0.00
H 2.916 -5.713 4.516 0.00 0.03 0.00
H 4.336 -3.893 3.625 -0.04 0.02 -0.01
H 3.369 -1.629 3.286 -0.04 -0.04 0.02
S -3.297 4.626 -6.686 0.06 -0.07 -0.17
C -2.418 3.893 -5.496 0.17 -0.26 0.21
S -2.633 4.395 -3.844 0.07 -0.05 0.03
C -1.476 3.199 -3.301 -0.12 0.08 -0.31
N -0.981 2.500 -4.257 0.00 -0.03 -0.09
N -1.497 2.880 -5.497 -0.03 0.14 -0.05
C -0.957 2.162 -6.619 0.05 -0.10 0.00
C -1.245 2.454 -7.951 0.00 0.04 0.14
C -0.655 1.708 -8.966 -0.03 0.03 0.01
C 0.216 0.670 -8.688 0.00 -0.01 -0.02
C 0.496 0.374 -7.361 -0.01 0.04 0.00
C -0.082 1.110 -6.342 0.00 -0.06 0.11
S -1.227 3.163 -1.580 0.07 -0.02 0.29
H -1.918 3.250 -8.206 -0.07 0.11 0.02
H -0.892 1.958 -9.993 0.01 -0.01 0.03
H 0.669 0.100 -9.490 -0.02 0.02 0.04
H 1.173 -0.436 -7.110 -0.02 0.02 0.00
H 0.135 0.884 -5.312 0.00 -0.01 -0.09
```
Forces are in eV/Å.

=====

2.
Computed, not measured: a structure of composition C12H29F6HfNO13S2, with ωB97M-V/def2-TZVPD.

The expectation value of S² is 0.76. Its multiplicity is 2. The charge is +3. The frontier orbital gap (alpha / beta) comes out at 8.6 / 2.4 eV.

Structure (XYZ):
```
64
Properties=species:S:1:pos:R:3:forces:R:3
Hf -0.025 0.639 0.743 1.03 -2.22 -1.34
C 0.809 -3.818 -1.138 -0.73 -0.62 1.28
F -0.478 -4.079 -0.679 2.56 0.12 -0.49
F 1.626 -4.893 -1.088 -1.69 1.88 0.05
F 0.674 -3.357 -2.359 0.30 -0.24 -0.24
S 1.644 -2.402 -0.088 4.07 -0.93 1.34
O 1.855 -2.761 1.300 -1.45 -0.41 -0.47
O 2.914 -2.111 -0.723 -1.38 -0.30 -0.65
O 0.775 -1.185 -0.147 -2.67 2.72 0.32
C -3.752 -2.483 -0.008 -0.32 -2.66 0.27
F -3.042 -2.901 -1.082 -0.67 -0.08 0.98
F -4.520 -1.508 -0.353 -0.13 1.38 -0.07
F -4.559 -3.453 0.508 1.84 1.05 -0.78
S -2.483 -2.038 1.317 -1.40 -0.45 1.26
O -1.800 -0.826 0.772 0.53 0.46 -0.10
O -3.379 -1.663 2.463 2.26 -0.72 -1.61
O -1.553 -3.166 1.500 -1.44 1.75 0.24
C -2.556 -0.686 -3.021 -3.11 -0.34 -0.52
C -1.306 -0.603 -2.360 5.33 -2.71 -1.48
C -0.108 -0.723 -3.486 -0.69 -0.11 2.58
O 1.170 -0.696 -2.792 -2.39 -0.19 -1.10
C 2.277 -1.014 -3.574 1.59 0.80 0.04
N -1.204 0.581 -1.503 -0.36 0.41 -0.29
H -3.211 -0.797 -2.158 -1.04 0.25 -0.53
H -2.641 -1.642 -3.537 -0.11 0.23 -0.33
H -2.866 0.153 -3.645 0.06 -0.02 -0.15
H -1.293 -1.517 -1.766 0.82 0.16 0.21
H -0.133 0.000 -4.302 -0.06 0.76 0.27
H -0.371 -1.639 -4.015 0.67 -0.57 0.22
H 2.512 -2.068 -3.722 -0.46 -0.34 0.21
H 3.091 -0.572 -3.000 0.35 -0.36 -0.35
H 2.285 -0.540 -4.556 -0.39 0.08 -0.19
H -1.108 1.177 -2.313 1.38 1.75 0.29
H -2.207 0.704 -1.501 -0.88 0.58 1.77
C 2.904 1.353 -0.822 0.71 -1.43 -0.08
C 3.470 1.192 0.545 0.15 0.96 0.38
O 2.529 0.379 1.292 0.20 0.88 -0.26
O 1.491 1.728 -0.779 0.18 -0.40 0.70
H 2.960 0.353 -1.251 -0.22 0.27 -0.46
H 3.487 2.087 -1.380 -0.25 -0.09 -0.21
H 3.685 2.154 1.012 -0.69 0.29 0.43
H 4.482 0.787 0.540 -0.23 -0.80 -0.39
H 3.082 -0.030 1.962 -0.41 -0.72 0.46
H 1.518 2.632 -1.102 -0.87 0.35 0.05
C -1.072 0.988 3.720 1.26 -0.03 3.08
C -0.475 -0.393 3.953 -0.20 1.43 1.46
O 0.257 -0.744 2.823 0.29 0.48 -2.05
O -1.623 1.261 2.468 -0.07 -0.57 -1.10
H -0.357 1.800 3.855 0.51 -0.44 0.45
H -1.814 1.122 4.507 -0.18 0.13 -0.03
H -1.122 -1.195 4.309 -0.46 0.15 -0.47
H 0.264 -0.235 4.739 -0.24 0.06 0.46
H 0.921 -1.335 3.185 0.77 -0.71 -1.12
H -2.504 1.454 2.799 -1.06 0.12 -1.62
C -0.669 3.887 1.186 1.07 1.53 2.43
C 0.771 3.970 1.643 1.02 -0.51 0.29
O 1.134 2.602 1.994 -1.09 -0.62 -0.67
O -0.904 2.793 0.301 0.47 -0.02 -0.26
H -0.970 4.853 0.780 -0.11 -0.21 -0.42
H -1.240 3.722 2.099 -0.27 0.00 -0.12
H 0.976 4.544 2.546 -1.01 0.36 0.07
H 1.538 4.370 0.979 -0.38 -0.18 -0.79
H 1.942 2.638 2.511 0.25 -0.46 0.11
H -1.699 3.150 -0.102 -0.57 -0.97 -0.95
```
Forces are in eV/Å.

=====

3.
Computed, not measured: the molecule C5H4BN3O, with ωB97M-V/def2-TZVPD.

Its multiplicity is 1. The charge is 0. Its SMILES is CC(C#N)(C#N)OBC#N. The frontier orbital gap comes out at 9.8 eV.

Structure (XYZ):
```
14
Properties=species:S:1:pos:R:3:forces:R:3
C 0.751 -0.875 -0.246 -0.04 0.07 -0.05
C -0.762 -0.633 -0.062 0.72 -0.08 -0.14
C -1.265 -1.526 0.984 0.00 0.06 0.14
N -1.635 -2.180 1.843 -0.20 -0.41 0.49
C -1.450 -0.953 -1.316 -0.03 0.08 -0.05
N -1.981 -1.121 -2.313 -0.27 -0.15 -0.59
O -0.913 0.703 0.278 -4.56 2.70 0.74
B -2.620 1.409 0.498 4.80 -2.56 -0.68
C -3.682 0.366 0.343 -0.10 0.00 -0.01
N -4.445 -0.484 0.223 -0.21 -0.09 0.00
H 1.094 -0.351 -1.137 -0.08 0.00 0.04
H 1.273 -0.473 0.620 -0.08 -0.06 0.05
H 0.959 -1.937 -0.345 0.01 -0.06 -0.03
H -2.584 2.532 0.744 0.03 0.52 0.09
```
Forces are in eV/Å.

=====

4.
Computed, not measured: a cluster of 2 separate species, C2H5N2 in total, with ωB97M-V/def2-TZVPD.

Its multiplicity is 1. The charge is +1. The frontier orbital gap comes out at 11.1 eV.

Structure (XYZ):
```
9
Properties=species:S:1:pos:R:3:forces:R:3
C -1.065 -0.072 -0.560 -2.31 2.35 -4.04
C -0.557 -0.161 0.688 -1.82 -0.91 3.12
N 3.366 0.054 -0.548 -0.55 0.02 0.04
N 2.283 0.090 -0.411 0.86 0.03 -0.14
H -0.787 0.678 -1.451 0.26 -1.81 2.21
H -2.037 -0.541 -0.817 0.73 -0.17 0.18
H -1.191 -0.869 1.415 2.06 1.68 -1.44
H -0.530 0.943 1.029 -0.39 -0.66 -0.25
H 0.516 -0.121 0.654 1.16 -0.52 0.34
```
Forces are in eV/Å.

=====

| no. | DFT total energy (a.u.) |
| --- | --- |
| 1 | -5240.105143 |
| 2 | -2949.972671 |
| 3 | -457.201200 |
| 4 | -188.355719 |